Formula: C49H81FN2O24
Source: the OMol25 dataset
Level of theory: wB97M-V/def2-TZVPD

Atoms and positions in Å:
C: -8.92 0.48 1.73
C: -7.48 1.12 2.05
C: -6.32 0.72 1.02
C: -6.04 -0.87 0.95
C: -5.16 -1.39 2.22
C: -3.73 -1.87 1.63
C: -3.77 -3.43 1.28
C: -3.66 -3.72 -0.31
C: -2.35 -3.08 -0.99
C: -1.02 -3.98 -0.72
C: 0.21 -3.13 -1.30
C: 0.94 -2.42 -0.03
C: 2.12 -1.47 -0.62
C: 2.03 0.00 0.06
C: 3.44 0.56 0.59
C: 3.19 1.38 1.96
C: 2.50 2.81 1.72
C: 1.48 3.00 2.95
C: -0.06 3.29 2.62
C: -0.68 4.56 3.35
F: -0.25 3.44 1.18
C: 2.32 4.15 3.75
O: 2.60 4.24 4.95
N: 2.69 5.05 2.61
C: 3.43 4.14 1.64
C: 4.86 4.03 2.40
C: 6.08 3.65 1.44
O: 6.04 2.27 0.94
C: 6.54 2.27 -0.39
O: 5.83 2.61 -1.35
N: 3.66 4.66 0.27
C: 2.44 5.24 -0.34
C: 2.92 6.07 -1.67
C: 1.94 5.87 -2.93
H: -8.87 -0.46 1.07
H: -9.59 1.22 1.16
H: -9.37 0.16 2.73
H: -7.59 2.26 2.00
H: -7.10 0.87 3.10
H: -5.35 1.25 1.35
H: -6.54 1.13 -0.03
H: -7.01 -1.48 0.91
H: -5.50 -1.05 -0.04
H: -4.96 -0.54 2.96
H: -5.73 -2.27 2.69
H: -2.95 -1.63 2.45
H: -3.49 -1.19 0.74
H: -2.88 -3.99 1.75
H: -4.74 -3.94 1.61
H: -3.61 -4.86 -0.42
H: -4.58 -3.29 -0.84
H: -2.09 -2.04 -0.61
H: -2.52 -3.07 -2.12
H: -0.91 -4.04 0.42
H: -1.16 -4.99 -1.23
H: -0.15 -2.28 -1.97
H: 0.93 -3.78 -1.89
H: 1.41 -3.21 0.65
H: 0.13 -1.81 0.51
H: 3.14 -1.91 -0.41
H: 1.95 -1.31 -1.74
H: 1.31 -0.02 0.96
H: 1.65 0.74 -0.72
H: 3.88 1.27 -0.19
H: 4.14 -0.30 0.86
H: 2.48 0.73 2.59
H: 4.18 1.41 2.53
H: 2.08 2.72 0.66
H: 1.41 2.19 3.75
H: -0.66 2.34 2.89
H: -1.80 4.33 3.53
H: -0.66 5.47 2.66
H: -0.25 4.77 4.39
H: 1.74 5.33 2.31
H: 4.86 3.29 3.26
H: 5.09 5.06 2.83
H: 6.24 4.35 0.56
H: 7.04 3.72 2.08
H: 7.64 2.00 -0.55
H: 4.36 5.41 0.26
H: 1.89 6.01 0.31
H: 1.66 4.48 -0.67
H: 2.85 7.19 -1.39
H: 4.02 5.87 -1.89
H: 1.49 6.87 -3.27
H: 1.07 5.14 -2.74
H: 2.60 5.53 -3.81
C: -12.44 2.97 -1.22
C: -13.80 2.34 -1.18
O: -13.53 1.02 -0.72
C: -12.36 1.07 -0.03
O: -11.93 0.18 0.63
O: -11.74 2.27 -0.20
H: -12.46 4.04 -1.01
H: -11.92 2.80 -2.17
H: -14.47 2.84 -0.48
H: -14.27 2.32 -2.17
C: 0.15 -0.16 5.14
C: 0.19 -1.34 6.07
O: -0.87 -2.15 5.60
C: -1.08 -1.83 4.30
O: -1.79 -2.45 3.55
O: -0.37 -0.72 3.94
H: 1.14 0.26 4.96
H: -0.52 0.63 5.49
H: 1.13 -1.90 6.00
H: 0.03 -1.05 7.11
C: 2.50 2.59 -6.90
C: 3.38 3.75 -6.59
O: 2.46 4.82 -6.43
C: 1.26 4.27 -6.10
O: 0.31 4.89 -5.73
O: 1.29 2.92 -6.24
H: 2.90 1.64 -6.53
H: 2.30 2.49 -7.97
H: 3.94 3.62 -5.66
H: 4.09 3.96 -7.39
C: 6.79 -2.03 -1.98
C: 6.76 -3.20 -1.05
O: 5.68 -3.98 -1.56
C: 5.53 -3.65 -2.87
O: 4.82 -4.24 -3.63
O: 6.29 -2.57 -3.19
H: 7.80 -1.64 -2.12
H: 6.14 -1.21 -1.65
H: 7.67 -3.80 -1.09
H: 6.57 -2.91 -0.01
C: 3.48 -7.82 -4.09
C: 3.86 -7.57 -2.66
O: 2.85 -8.27 -1.94
C: 2.37 -9.24 -2.76
O: 1.64 -10.12 -2.41
O: 2.83 -9.08 -4.03
H: 4.35 -7.85 -4.75
H: 2.77 -7.07 -4.47
H: 4.83 -7.98 -2.41
H: 3.85 -6.51 -2.41
C: 6.78 -2.52 -7.11
C: 5.36 -2.93 -7.29
O: 4.68 -1.70 -7.49
C: 5.60 -0.81 -7.95
O: 5.34 0.28 -8.36
O: 6.87 -1.31 -7.87
H: 7.49 -3.26 -7.49
H: 7.02 -2.30 -6.07
H: 5.22 -3.56 -8.18
H: 4.97 -3.46 -6.42
C: -4.72 -1.37 7.38
C: -3.51 -2.23 7.59
O: -2.58 -1.33 8.17
C: -3.29 -0.33 8.76
O: -2.83 0.50 9.48
O: -4.61 -0.41 8.42
H: -5.65 -1.94 7.48
H: -4.71 -0.86 6.42
H: -3.69 -3.05 8.29
H: -3.13 -2.64 6.66

Output
SMILES: CCCCCCCCCCCCCCCC[C@H]1[C@H]([C@@H](C)F)C(=O)N[C@]1(CCOC=O)NCCC.O=C1OCCO1.O=C1OCCO1.O=C1OCCO1.O=C1OCCO1.O=C1OCCO1.O=C1OCCO1.O=C1OCCO1
HOMO energy in eV: -9.419

Results of the Mulliken charge analysis, in e, for atoms 1 through 99: -0.5960 -0.3876 -0.7370 -0.3029 -0.7568 0.7622 -0.6033 -0.7165 -0.4221 -0.4450 -0.8438 -0.2639 -0.0978 0.0028 -0.5262 -0.8715 1.1169 0.6752 0.4888 -1.2731 -0.3819 -0.1683 -0.5746 -0.5222 0.7879 -1.4790 -0.5814 -0.1389 0.0712 -0.4059 -0.0889 -0.1482 -0.3312 -0.7982 0.2472 0.0300 0.2298 0.3347 0.1819 0.2369 0.3290 0.2626 0.2600 0.3286 0.2789 -0.8351 0.3442 0.2689 0.3594 0.3453 0.3179 0.0834 0.2898 0.1231 0.4179 0.4400 0.2277 0.2377 -0.0403 -0.0496 0.3980 -0.2091 0.2002 0.0251 0.4194 -0.0388 0.3009 -0.0908 -0.5471 0.0804 0.3974 0.3321 0.2832 0.3442 0.3049 0.3917 0.4077 0.3432 0.3099 0.4372 0.0827 0.1474 0.2563 0.2699 0.2720 0.3671 0.0009 -0.3052 -0.3492 -0.3328 0.6514 -0.4782 -0.2971 0.2830 0.2605 0.2613 0.2914 -0.1970 -0.5729

***

Formula: H30O15
Source: the OMol25 dataset
Level of theory: wB97M-V/def2-TZVPD

Atoms and positions in Å:
O: -0.66 0.54 -3.73
H: -0.27 1.24 -3.25
H: -0.50 0.80 -4.65
O: 2.10 -3.16 -0.17
H: 1.83 -2.47 0.41
H: 2.77 -3.69 0.27
O: -3.38 -2.10 1.90
H: -3.86 -1.79 1.14
H: -2.68 -1.51 1.97
O: -2.34 -2.10 -1.29
H: -1.65 -2.43 -0.70
H: -3.14 -2.50 -0.98
O: 1.94 1.25 1.83
H: 1.87 1.00 2.75
H: 1.41 0.65 1.27
O: 0.97 1.72 -1.75
H: 0.67 2.58 -2.03
H: 1.49 1.22 -2.42
O: 0.39 -1.66 -2.65
H: 0.70 -1.38 -1.80
H: -0.21 -1.00 -3.03
O: -1.14 1.66 2.31
H: -2.08 1.49 2.19
H: -1.09 2.12 3.13
O: -1.25 2.54 -0.19
H: -1.85 1.81 -0.37
H: -1.06 2.45 0.75
O: -0.96 -0.91 2.46
H: -0.91 -0.97 3.38
H: -0.98 0.04 2.40
O: 0.25 -0.28 -0.16
H: 0.28 0.61 -0.47
H: -0.67 -0.33 0.18
O: 2.76 3.34 -0.55
H: 2.16 2.69 -0.97
H: 3.50 2.80 -0.22
O: -2.62 0.28 -0.23
H: -3.55 0.12 -0.11
H: -2.42 -0.48 -0.83
O: 1.56 -1.70 2.07
H: 1.49 -2.67 2.16
H: 0.65 -1.48 2.20
O: 3.86 0.56 -0.65
H: 3.45 0.71 -1.51
H: 3.13 0.38 -0.06

Output
Relative energy (zero: lowest compared OMol25 entry of this formula, charge and spin) in eV: 2.405
HOMO energy in eV: -10.070

Mulliken analysis output, partial charges in e: -0.5991 0.2717 0.3020 -0.6497 0.3996 0.2972 -0.6192 0.2681 0.4350 -0.6532 0.3529 0.3041 -0.5488 0.2954 0.1856 -0.8454 0.2880 0.3091 -0.6970 0.1633 0.4292 -0.6702 0.2991 0.2377 -0.7046 0.3484 0.4138 -0.8321 0.3066 0.4246 0.4752 0.1480 -0.0700 -0.6521 0.3247 0.3997 -0.6417 0.2444 0.2524 -0.7216 0.3316 0.4785 -0.6748 0.2762 0.3174